# 1
# C23H40N4O14

A cluster of 7 separate species, C23H40N4O14 in total in a non-equilibrium geometry (ωB97M-V/def2-TZVPD, OMol25).

The spin multiplicity is 1. The value obtained for the highest occupied orbital energy is -6.1 eV. Its energy is -2172.39577 Ha. The value obtained for the HOMO-LUMO gap is 4.10 eV. The charge is 0.

Each line ends with the Mulliken charge.
Atoms and positions in Å:
H 2.87 6.36 -2.79  0.331
H 1.07 -5.44 2.37  0.364
C 1.15 -5.47 1.28  -0.739
H -5.25 0.73 -1.25  0.388
O 2.81 7.22 -3.21  -0.498
H 0.27 -4.85 1.12  0.409
C 1.77 5.70 -4.88  0.550
O 1.81 -1.52 -4.55  -0.498
H -5.31 -2.19 -2.01  0.406
H -3.29 -1.21 -2.80  0.247
C 0.38 8.22 -5.75  0.753
H 2.96 -3.49 2.14  0.251
O -0.18 9.26 -6.05  -0.611
H -0.95 7.89 -7.61  0.347
H -4.93 -2.65 -0.32  0.399
O 2.28 4.63 -4.44  -0.619
N 1.03 1.07 -0.59  -0.467
H 1.56 0.80 -1.41  0.364
C -0.32 -7.36 1.25  -0.695
C 0.09 6.89 -6.35  0.518
C 2.49 -4.90 0.70  0.445
H -0.36 1.65 8.92  0.416
C -0.54 -0.30 6.03  0.714
C -3.88 -0.94 -0.92  0.268
H -4.18 0.75 0.23  0.326
H -4.12 -5.08 -1.42  0.285
H -5.51 -0.29 0.30  0.332
O -1.06 -0.48 10.29  -0.554
O 3.83 -2.35 -4.59  -0.490
H 2.83 6.93 3.44  0.256
C -4.83 0.16 -0.42  -1.225
C 2.56 -2.41 -6.58  -0.651
C 3.76 -5.69 1.07  -1.466
O 0.90 -6.81 0.79  -0.345
H 3.87 -5.92 2.13  0.354
C -0.55 0.73 8.37  -0.787
H 0.27 1.82 5.44  0.348
H 3.67 -6.68 0.64  0.340
H 1.58 -2.10 -6.94  0.295
H 3.32 -1.78 -7.05  0.281
H 1.31 1.94 -0.15  0.381
H -1.02 -6.55 1.47  0.284
O 0.36 1.90 6.39  -0.508
H 2.46 -4.82 -0.38  0.234
O -1.96 -2.63 8.60  -0.495
H 0.05 1.20 -0.80  0.338
H 1.15 0.32 0.08  0.349
H -0.78 -8.12 0.61  0.251
H 3.51 -3.14 0.75  0.270
C 1.96 5.62 2.08  0.593
N -3.22 -0.46 -2.12  -0.583
H 4.66 -5.15 0.78  0.416
H -4.90 -4.39 -2.89  0.290
C 1.99 7.10 -4.32  0.458
C -0.27 0.83 6.99  0.491
C 0.70 5.73 -5.95  -0.940
H 1.78 9.13 -4.34  0.411
O -0.72 6.97 -7.48  -0.529
H -3.16 -4.92 -2.84  0.235
C 1.85 6.88 2.96  -0.842
H -2.12 -2.48 9.54  0.337
O 3.02 5.37 1.45  -0.752
C -3.98 -4.45 -2.30  -0.721
H 2.77 -3.47 -6.61  0.275
C -4.53 -2.29 -1.26  -0.910
O -0.29 -0.25 4.82  -0.670
N 2.66 -3.47 1.17  -0.640
C 1.40 8.24 -4.82  -0.575
H -3.11 -1.20 -0.20  0.292
O 0.96 4.91 1.95  -0.724
H -1.37 -2.17 6.06  0.384
H -0.21 -7.96 2.16  0.277
H 0.91 6.93 3.50  0.276
H -3.92 0.20 -2.43  0.252
C -1.02 -0.46 9.09  0.421
H 0.46 4.78 -6.40  0.402
H 1.81 7.76 2.32  0.211
C -1.03 -1.37 6.70  -0.692
C -1.24 -1.55 8.04  0.594
O -3.54 -3.27 -1.69  -0.273
N 2.74 -2.09 -5.12  0.787

=====

# 2
# C23H40NO7P2SSb2Sn

A structure of composition C23H40NO7P2SSb2Sn in a non-equilibrium geometry (ωB97M-V/def2-TZVPD, OMol25).

The spin multiplicity is 1. The value obtained for the highest occupied orbital energy is -10.1 eV. The value obtained for the energy relative to the best compared isomer or geometry (same formula, charge and spin) is 353.8 kJ/mol. Its energy is -3257.48917 Ha. The value obtained for the HOMO-LUMO gap is 7.29 eV. The charge is +1.

Each line ends with the Mulliken charge.
Atoms and positions in Å:
C -4.57 -0.39 0.04  -1.428
H -0.66 1.37 -4.09  0.244
C -3.23 3.65 -1.79  -1.089
H 0.25 -1.76 6.64  0.428
P 3.12 -1.23 -3.93  1.026
P 0.87 -2.00 -2.44  1.076
C -2.60 1.29 2.12  -1.368
O 3.64 -0.81 -5.20  -0.666
H -3.14 -2.84 1.97  0.557
H 1.29 2.27 2.12  0.292
H -3.13 1.75 -0.84  0.345
H 2.56 -3.48 2.59  0.478
H -1.72 -0.25 6.55  0.425
C -1.51 -0.93 5.74  -0.744
O 0.54 -3.52 -2.55  -0.390
C -3.06 -1.86 2.43  -1.591
C -0.57 3.24 -2.43  1.463
H -0.04 -4.45 2.98  0.645
H 0.65 0.40 -4.77  0.389
C 0.89 3.07 -2.77  -1.117
C 0.38 1.39 -4.39  -1.164
O 3.06 0.25 -2.89  -0.099
H -4.55 -0.24 -1.04  0.380
C -1.22 4.40 -2.83  -0.941
C -0.68 -3.67 2.58  -1.569
C -0.42 -1.78 5.79  -0.769
O -0.37 -1.17 -2.43  -0.854
O 1.63 -1.69 -3.90  -0.310
C -1.23 2.24 -1.70  -0.425
H 2.65 4.25 0.66  0.293
H 2.88 1.71 2.72  0.486
H 2.05 -1.86 3.09  0.409
C -2.58 2.49 -1.40  -0.034
S 2.86 1.86 0.33  0.318
N 1.19 1.71 -3.22  0.909
H -2.36 2.20 1.58  0.436
Sb 0.50 -2.69 1.00  0.451
O 1.93 -1.68 -1.44  -0.653
H -4.26 3.80 -1.53  0.464
C 1.11 -4.59 0.19  -1.409
H 4.10 3.57 1.47  0.407
H 2.66 0.06 -2.00  0.403
H -1.55 -4.13 2.11  0.602
H 0.51 2.13 -5.19  0.361
C 2.12 1.58 1.96  -0.616
H -5.04 -1.35 0.25  0.448
C -2.35 -0.97 4.64  -0.553
H -0.22 -3.71 -3.09  0.347
H 0.28 -5.08 -0.31  0.373
H 3.50 -2.29 -2.14  0.445
Sb -2.54 -0.43 0.82  0.804
C -1.02 -2.71 3.64  0.534
H -5.14 0.40 0.51  0.420
Sn -0.08 0.49 -0.80  0.687
H 1.47 -5.23 1.00  0.511
H -0.68 5.15 -3.40  0.413
H -3.04 5.52 -2.82  0.412
H 1.76 0.55 1.98  -0.110
C 3.48 3.56 0.57  -1.142
C 2.59 1.52 -3.46  -0.934
H 3.20 2.29 -2.97  0.368
H 1.18 3.80 -3.54  0.428
H -3.21 -0.32 4.61  0.435
H 1.47 3.26 -1.85  0.115
C -0.19 -2.66 4.75  -0.742
H 1.90 -4.43 -0.53  0.348
H -4.05 -1.54 2.75  0.712
H 4.09 3.80 -0.29  0.366
C -2.12 -1.85 3.58  0.883
O 3.97 -2.10 -2.98  -0.491
H 3.07 -2.06 1.66  0.434
H 2.85 1.44 -4.52  0.431
C -2.55 4.61 -2.51  -0.655
C 2.26 -2.50 2.24  -1.553
H -3.59 1.39 2.56  0.410
H -1.88 1.14 2.91  0.390
H 0.65 -3.33 4.79  0.418

=====

# 3
# C23H41AlN2O2P2

A structure of composition C23H41AlN2O2P2 in a non-equilibrium geometry (ωB97M-V/def2-TZVPD, OMol25).

The spin multiplicity is 1. The value obtained for the highest occupied orbital energy is -12.7 eV. Its energy is -2085.73382 Ha. The value obtained for the HOMO-LUMO gap is 6.14 eV. The charge is +2.

Each line ends with the Mulliken charge.
Atoms and positions in Å:
H -1.52 -2.64 -1.55  0.366
H 3.67 -3.53 0.61  0.578
C -2.42 -2.20 -1.11  -1.440
O 2.04 -2.68 -3.22  -0.625
H -2.94 3.98 0.81  0.480
Al 0.11 0.04 0.58  -1.937
C 0.15 3.15 3.13  -1.246
C 2.70 1.29 -2.02  -1.248
C -1.79 2.14 -0.80  -1.400
C 0.52 -3.95 1.81  -0.932
H 1.12 -0.43 6.16  0.408
H 2.53 2.38 -2.04  0.456
H 1.66 2.25 6.05  0.473
C -2.38 3.21 1.35  -1.355
H -0.21 4.04 2.63  0.260
H 0.14 4.68 5.93  0.349
H -2.49 1.31 -0.60  -0.005
H -2.94 -1.63 -1.89  0.387
C 1.15 0.88 4.46  0.543
H 0.52 -0.26 2.75  0.371
H 2.93 -1.39 -1.35  0.514
H -2.08 -3.23 1.43  0.803
H 1.44 -1.96 -3.48  0.331
C 1.22 2.15 5.06  -0.655
C 1.85 -4.25 1.54  -0.639
H -3.09 -3.01 -0.76  0.494
C 1.69 -0.28 5.23  -1.902
N 0.87 -1.77 0.98  1.095
H 1.64 -1.22 4.66  0.267
O -0.20 -0.40 -3.29  -0.674
C 3.23 1.50 0.81  -1.492
H -2.34 2.93 -1.33  0.596
P 2.17 0.62 -0.39  1.543
H -0.99 1.79 -1.49  0.246
H 2.91 2.55 0.89  0.366
C 0.73 3.27 4.40  0.125
H 0.42 5.40 4.34  0.363
H -0.16 -4.67 2.24  0.586
C 0.78 4.63 5.04  -1.715
H -0.86 -0.96 -3.75  0.332
H -2.06 3.62 2.30  0.357
H -4.14 0.07 0.20  0.456
H -0.53 -0.43 -2.39  0.036
H 3.94 -0.98 0.07  0.667
C -1.21 2.73 0.50  0.980
H -0.83 4.70 -0.29  0.500
H 4.28 1.44 0.47  0.534
H 2.73 -0.12 5.53  0.402
H -3.05 2.37 1.56  0.203
H 3.78 1.10 -2.18  0.465
H 0.43 4.15 0.85  0.244
C 2.64 -3.32 0.88  -0.842
C 0.05 1.89 2.51  1.926
H 2.26 -5.22 1.79  0.486
H 3.14 1.04 1.80  0.365
C 0.02 -2.71 1.47  0.703
C 0.58 0.76 3.20  -0.422
H 0.37 3.48 -0.78  0.187
H 1.80 4.90 5.34  0.373
H -3.55 -0.03 1.87  0.320
C -1.44 -2.35 1.56  -1.624
C 2.12 -2.08 0.55  0.557
C 2.91 -1.08 -0.30  -1.555
H 2.71 -2.75 -3.92  0.317
C -3.65 -0.59 0.93  -1.281
N -0.48 1.68 1.25  1.380
H -1.67 -1.92 2.55  0.431
H 2.12 0.83 -2.83  0.322
P -2.00 -1.12 0.31  1.329
H -4.30 -1.46 1.10  0.477
C -0.25 3.83 0.06  -1.358

=====

# 4
# C23H41Cl14F7O2P

A cluster of 8 separate species, C23H41Cl14F7O2P in total in a non-equilibrium geometry (ωB97M-V/def2-TZVPD, OMol25).

The spin multiplicity is 1. The value obtained for the highest occupied orbital energy is -12.0 eV. Its energy is -8534.12535 Ha. The value obtained for the HOMO-LUMO gap is 8.34 eV. The charge is +1.

Each line ends with the Mulliken charge.
Atoms and positions in Å:
H 2.37 -8.60 -6.73  0.322
F 1.96 3.58 2.87  -0.292
F 0.07 4.69 3.34  -0.271
C 0.52 4.12 1.01  0.518
Cl 4.71 -8.49 -6.81  -0.180
H 3.11 -9.75 -5.61  0.320
Cl -9.01 -0.56 0.80  -0.184
H -2.41 4.17 -1.00  0.047
C 2.86 -0.11 6.42  -0.506
Cl 4.05 -8.00 -3.50  -0.204
H 1.94 1.87 5.32  0.099
H -3.81 6.13 -2.91  0.337
H -11.30 0.30 -4.46  0.368
C 0.73 5.22 6.55  -0.226
H 3.61 -5.65 -2.91  -0.191
C 8.53 -1.09 -2.58  -0.479
C -9.45 -0.82 -4.32  -0.364
H 0.11 4.87 5.72  0.073
C 1.67 0.76 5.65  0.238
H 9.36 -0.39 -2.42  0.339
Cl 3.21 -3.30 -4.56  -0.198
H 7.67 -0.52 -2.93  0.311
H 2.31 1.07 2.87  0.179
H 3.76 0.55 6.55  0.275
C -0.12 5.66 7.72  -0.457
H -6.42 1.08 -1.28  0.044
H 1.14 -1.21 4.61  0.486
P 0.90 0.74 2.97  -0.088
C 0.70 -0.17 4.60  -0.480
C 0.52 -0.31 1.43  -0.561
C -7.85 0.69 0.27  -0.452
C -3.23 4.82 -1.28  -0.231
C 8.23 -1.84 -1.30  -0.524
H 1.58 -2.20 -1.99  0.131
H -2.12 6.27 -2.41  0.303
H 1.93 -7.81 -4.47  0.335
Cl 2.89 -4.11 -1.26  -0.235
H 4.92 -5.14 -1.84  0.424
H 3.08 -6.70 -5.21  0.294
H -9.81 -1.73 -4.80  0.332
Cl 6.76 -2.84 -1.44  -0.132
H 1.46 -0.34 -2.07  0.268
C -0.20 2.29 2.84  0.630
H -7.24 0.96 1.13  0.361
Cl -2.44 4.47 -3.88  -0.177
H -7.63 -0.13 -1.72  -0.353
Cl -8.64 0.14 -5.59  -0.179
Cl 9.04 -2.18 -3.89  -0.169
C 3.15 -8.72 -5.98  -0.475
C 4.52 -3.75 -3.43  -0.639
O 1.54 -1.27 1.16  -0.350
H 5.33 -4.16 -4.04  0.401
H 2.84 -1.24 6.38  0.293
F 1.13 3.20 0.15  -0.209
H 0.17 -1.25 -1.15  0.262
C -7.01 0.24 -0.90  0.534
O 1.55 0.43 7.11  -0.394
H -0.69 6.55 7.45  0.311
H -8.44 1.57 -0.01  0.266
H 0.50 5.91 8.59  0.337
F -1.20 2.00 1.89  -0.232
H 3.07 -1.79 -0.18  0.229
C -10.61 -0.07 -3.70  -0.463
H 4.88 -2.85 -2.95  0.301
C -2.94 5.57 -2.57  -0.432
H -8.70 -1.10 -3.58  0.179
F -0.76 4.50 0.60  -0.175
H -0.35 -0.14 5.04  0.398
Cl -10.07 1.31 -2.72  -0.160
H 0.48 0.45 0.56  0.370
H -11.16 -0.74 -3.03  0.277
Cl -4.70 3.81 -1.41  -0.136
H -0.53 -0.77 1.46  0.398
H 1.34 6.05 6.19  0.368
Cl 1.86 3.91 6.99  -0.172
H 2.73 0.00 -0.08  0.240
F -0.86 2.43 4.09  -0.239
C 4.06 -4.78 -2.42  0.111
Cl -5.86 -1.05 -0.45  -0.212
C 2.21 -1.02 -0.10  -0.086
F 1.30 5.29 0.94  -0.236
C 1.30 -1.26 -1.39  -0.650
C 2.94 -7.72 -4.86  -0.372
H 8.05 -1.13 -0.49  0.296
H -3.41 5.53 -0.47  0.303
C 0.58 3.65 2.54  0.692
H 9.06 -2.49 -1.01  0.340
Cl -1.28 4.41 8.22  -0.178

=====

# 5
# C23H41F5OP2RuTe

A structure of composition C23H41F5OP2RuTe in a non-equilibrium geometry (ωB97M-V/def2-TZVPD, OMol25).

The spin multiplicity is 5. The value obtained for the highest occupied orbital energy (alpha / beta) is -13.5 / -15.0 eV. The value obtained for the energy relative to the best compared isomer or geometry (same formula, charge and spin) is 219.5 kJ/mol. The expectation value of S² is 6.267. Its energy is -2520.25686 Ha. The value obtained for the HOMO-LUMO gap (alpha / beta) is 5.22 / 6.90 eV. The charge is +2.

Each line ends with the Mulliken spin population.
Atoms and positions in Å:
C 0.93 2.33 -5.93  0.096
H 1.49 2.25 -6.86  -0.015
H -2.99 -1.38 -0.09  0.012
F -2.22 4.71 1.11  0.000
H -0.56 1.95 -1.80  0.088
C -1.46 -0.55 -6.26  -0.005
C 0.35 -2.04 0.01  0.374
C -0.69 1.77 -2.89  -0.091
H -2.70 -2.93 0.69  0.024
F 0.43 4.72 0.63  0.000
Te -0.96 3.41 0.50  -0.001
C -0.80 -0.69 1.49  0.316
C -1.60 -1.36 -3.22  0.067
H -0.84 3.44 -6.37  0.006
P -1.85 0.43 -3.41  0.027
C 1.29 -1.22 0.68  0.360
H 2.58 2.78 -2.96  -0.023
C 0.59 -0.43 1.64  0.247
C 2.69 2.53 -1.89  0.007
H 1.06 -4.08 -0.45  0.019
H 1.20 3.27 -5.46  -0.005
H -2.93 1.21 -1.42  -0.007
C 1.37 1.20 -5.02  -0.058
H 4.18 -0.34 -1.92  -0.002
H -3.95 0.15 -2.39  0.004
H -1.82 -0.82 3.36  0.034
H -0.88 -1.67 -2.44  -0.030
H 2.43 1.33 -4.75  -0.010
H 3.69 0.57 -3.44  -0.012
C -1.47 1.84 -5.30  0.662
H -1.87 -1.53 -6.03  0.001
H -3.16 0.52 -5.40  0.030
H 1.69 -1.02 -5.04  -0.013
P 2.07 0.82 -1.66  -0.266
F -1.48 3.95 -1.27  0.000
H -0.46 2.64 -3.54  0.042
H 0.28 -1.64 -6.64  0.004
C -3.22 0.94 -2.44  0.046
H -0.18 -3.45 -1.52  0.001
H 1.47 -2.80 -1.63  0.007
C -0.57 2.37 -6.31  0.057
C 0.99 -0.20 -5.32  0.001
H -1.93 -0.30 -7.23  0.006
H 3.28 -1.68 1.32  0.022
C -2.05 0.51 -5.28  0.062
C 3.36 -0.09 -2.61  0.001
H -0.76 1.97 -7.31  0.021
H -2.84 -0.42 1.99  -0.003
H 2.28 0.40 2.62  -0.005
H -1.77 0.79 2.67  0.015
H -2.18 -2.67 -0.99  0.003
H 1.00 -0.14 3.71  0.026
H -2.63 -1.63 -2.90  0.006
H 0.31 -0.02 -7.39  -0.007
H -3.60 1.83 -2.93  0.002
C -1.85 -0.26 2.41  0.034
H 2.89 -1.01 -3.01  0.002
C -2.26 -2.19 0.00  -0.008
H 2.05 3.18 -1.28  0.004
F -0.70 2.96 2.35  0.001
H -2.06 2.60 -4.78  -0.004
Ru 0.51 0.36 -3.53  1.322
C 0.69 -3.15 -0.93  0.026
H 3.04 -1.71 -0.43  -0.004
H 3.14 -0.17 0.43  0.031
C 0.07 -0.57 -6.46  0.035
C 1.19 0.33 2.73  0.026
F -2.40 2.13 0.47  0.001
H -1.36 -1.85 -4.16  0.013
O 0.17 2.12 -0.13  0.005
C 2.75 -1.19 0.49  -0.001
H 0.80 1.35 2.80  0.022
C -0.96 -1.64 0.44  0.359
H 3.73 2.56 -1.52  -0.003

=====

# 6
# C23H41MnN2OP3

A structure of composition C23H41MnN2OP3 in a non-equilibrium geometry (ωB97M-V/def2-TZVPD, OMol25).

The spin multiplicity is 5. The value obtained for the highest occupied orbital energy (alpha / beta) is -16.7 / -16.1 eV. The value obtained for the energy relative to the best compared isomer or geometry (same formula, charge and spin) is 0.0 kJ/mol. The expectation value of S² is 6.348. Its energy is -3259.78650 Ha. The value obtained for the HOMO-LUMO gap (alpha / beta) is 6.68 / 4.40 eV. The charge is +3.

Each line ends with the Mulliken spin population.
Atoms and positions in Å:
C 1.47 -4.50 3.28  -0.009
C 1.89 -2.73 4.83  0.001
H -1.24 0.50 -6.95  -0.008
C 2.41 1.45 -7.69  0.036
H 2.52 -0.99 -0.04  0.004
H -1.76 -2.24 3.98  0.000
H -0.30 -1.56 4.77  0.003
C 3.03 2.18 -6.66  0.266
H -3.59 -0.83 -1.66  -0.001
C -2.22 -2.88 -0.21  -0.011
H 4.08 2.48 -6.75  0.001
H 2.99 1.18 -8.58  0.005
C -0.78 -1.55 -2.31  0.000
P -1.45 -1.27 -0.61  0.058
H -3.44 -0.77 2.40  0.000
H 1.38 -5.56 3.03  -0.001
H -3.42 0.34 3.80  -0.001
P -1.19 -0.09 3.00  -0.030
N 1.27 -2.23 2.57  -0.009
H -1.17 1.49 4.82  -0.003
H -1.96 2.89 1.60  0.001
H 0.77 -3.84 1.33  -0.005
C 1.99 -2.17 6.15  0.000
N 2.04 -1.68 7.21  -0.001
C -3.00 0.15 2.80  0.009
H -2.94 -3.17 -1.00  0.001
H 2.03 1.41 1.95  -0.015
H -0.39 -0.63 -2.75  0.001
C -2.95 -0.27 -0.96  0.008
C -1.30 -1.32 4.38  -0.009
H 2.76 3.09 -4.70  0.003
H -1.87 3.64 -0.01  -0.006
H 1.94 2.88 0.42  0.002
H 0.57 0.49 -8.38  0.000
H -2.71 2.09 0.20  0.002
C 1.14 -3.54 2.31  0.024
C 0.37 1.40 -6.41  0.268
H 2.08 -4.82 5.36  0.000
H 2.85 -0.20 2.20  0.017
H 0.35 2.41 -4.52  0.016
H -0.74 2.32 3.29  0.001
H 0.87 3.28 1.79  0.002
C 1.08 1.06 -7.59  0.107
H -3.26 0.98 2.14  0.000
H -1.57 -1.96 -2.95  0.000
C 0.96 2.15 -5.39  0.085
C -0.10 1.98 -1.67  -0.010
H 0.85 1.56 -2.01  0.000
Mn 0.28 -0.51 1.06  3.571
H -0.13 3.04 -1.95  -0.005
C -1.86 2.69 0.53  -0.026
H 2.21 0.71 -0.66  0.012
C 2.13 0.02 0.18  -0.134
H -2.75 -2.81 0.75  -0.002
H -2.72 0.70 -1.42  0.000
P -0.26 1.86 0.16  -0.178
H 0.04 -2.28 -2.24  0.000
H 0.47 1.30 4.13  0.003
H 0.67 4.12 0.22  -0.006
C 2.30 2.52 -5.51  0.043
O -0.92 0.98 -6.18  0.178
C 1.74 -1.84 3.76  0.015
H -1.44 -3.65 -0.13  0.002
C 2.19 0.40 1.57  -0.264
H -1.93 -0.93 5.19  0.000
H -3.52 -0.09 -0.04  -0.001
H 1.92 -0.77 3.90  -0.007
H -0.91 1.46 -2.20  0.000
C -0.60 1.41 3.88  0.001
C 0.92 3.16 0.70  -0.009
C 1.84 -4.11 4.56  0.003